No. 1
Molecular formula: C58H55BrN4O10P
Method: DFT, wB97M-V/def2-TZVPD

Values from the calculation:
E_HOMO	-10.896	eV
total energy	-6129.66552	a.u.
LUMO energy	-4.16	eV
net charge	+1
HOMO-LUMO gap	0.248	Ha
2S+1	1
maximum force	3.29	eV/A

Positions of all 129 atoms, in Å:
C -1.3360 3.6196 -2.0337
C 0.2454 3.5625 -2.2123
C 0.7394 2.2360 -1.5077
N 1.9451 1.6070 -2.1521
C 1.6328 0.1981 -2.2934
C 1.4454 -0.7187 -1.1685
C 1.6136 -0.2484 0.3306
O 2.5929 -1.1187 0.9286
C 3.8388 -0.4398 1.0610
O 4.3211 0.0827 -0.1741
C 5.5664 -0.5086 -0.6018
C 6.7383 0.4723 -0.1984
O 7.3060 0.1002 1.0711
C 1.0934 -2.1137 -1.4232
N 0.9582 -2.6509 -2.6814
N 0.6245 -3.9687 -2.9474
C 0.2485 -4.7918 -1.7956
C 1.4400 -5.3151 -0.8929
C 1.1705 -1.8387 -3.8173
P 1.0951 -2.3886 -5.6079
O 0.6849 -3.9856 -5.8074
Br 3.2827 -2.3198 -6.2640
C 1.4872 -0.4064 -3.6517
C 1.6889 0.5904 -4.8412
N 0.3596 1.2702 -5.0645
C -0.1245 1.0510 -6.4470
H -1.6859 4.6777 -1.9390
H -1.5728 3.1322 -1.0397
H -1.8872 3.0250 -2.8046
H 0.6462 4.4246 -1.6068
H 0.5727 3.6320 -3.2771
H -0.1199 1.5222 -1.4442
H 1.0402 2.5131 -0.4585
H 2.7761 1.7104 -1.5652
H 1.9710 0.8088 0.3158
H 0.6191 -0.3191 0.8370
H 3.7910 0.4159 1.7983
H 4.5558 -1.1880 1.5078
H 5.7177 -1.5674 -0.2696
H 5.5401 -0.5203 -1.7306
H 6.2834 1.5052 -0.1583
H 7.5567 0.4900 -0.9637
H 6.6809 -0.5401 1.4540
H 0.9695 -2.7372 -0.5124
H -0.2182 -3.9159 -3.5351
H -0.5011 -4.2749 -1.1202
H -0.2920 -5.7034 -2.1759
H 1.2835 -4.9166 0.1538
H 2.4519 -4.9560 -1.2039
H 1.3556 -6.4251 -0.8034
H -0.1917 -4.1124 -6.2206
H 2.3946 1.4139 -4.5443
H 1.9694 0.1119 -5.8081
H -0.3479 0.8551 -4.4496
H 0.0030 -0.0347 -6.7472
H -1.1973 1.3188 -6.6066
H 0.4726 1.6564 -7.1893
C -1.5791 -3.5512 3.2274
C -0.4685 -2.8350 2.7881
C 0.0082 -1.7659 3.5319
C -0.6303 -1.3997 4.7122
C -1.7569 -2.1011 5.1400
C -2.2227 -3.1850 4.4002
C -2.4781 -1.6906 6.3730
O -3.4573 -2.3047 6.7467
C -1.9856 -0.5148 7.1308
C -2.6820 -0.0819 8.2555
C -2.2221 1.0091 8.9792
C -1.0593 1.6676 8.5884
C -0.3644 1.2436 7.4648
C -0.8297 0.1581 6.7273
C -0.0993 -0.2641 5.5087
O 0.9155 0.3110 5.1601
H -1.9457 -4.3926 2.6504
H 0.0274 -3.1142 1.8640
H 0.8768 -1.2153 3.1883
H -3.0898 -3.7411 4.7363
H -3.5858 -0.5922 8.5666
H -2.7688 1.3474 9.8516
H -0.6980 2.5157 9.1598
H 0.5374 1.7620 7.1617
C 2.5984 -3.1956 -11.0368
C 2.2064 -3.2292 -9.7013
C 1.0671 -3.9211 -9.3293
C 0.3028 -4.5747 -10.2861
C 0.6781 -4.5243 -11.6282
C 1.8351 -3.8420 -12.0002
C -0.1567 -5.1778 -12.6680
O 0.1700 -5.1385 -13.8370
C -1.4017 -5.8719 -12.2524
C -2.2259 -6.4407 -13.2187
C -3.3851 -7.1029 -12.8399
C -3.7216 -7.2078 -11.4931
C -2.9067 -6.6380 -10.5261
C -1.7500 -5.9603 -10.9024
C -0.9048 -5.3246 -9.8644
O -1.1983 -5.4098 -8.6822
H 3.4957 -2.6612 -11.3265
H 2.7851 -2.7194 -8.9426
H 0.7719 -3.9471 -8.2887
H 2.1384 -3.8108 -13.0398
H -1.9675 -6.3650 -14.2682
H -4.0278 -7.5406 -13.5947
H -4.6235 -7.7316 -11.1986
H -3.1752 -6.7181 -9.4796
C 0.4007 7.9996 8.0143
C -0.3471 9.1713 7.9341
C -1.4768 9.3307 8.7231
C -1.8707 8.3138 9.5877
C -1.1348 7.1295 9.6505
C 0.0082 6.9806 8.8695
C -1.5699 6.0169 10.5312
O -0.9263 4.9851 10.5889
C -2.8073 6.1807 11.3330
C -3.2606 5.1258 12.1207
C -4.4094 5.2735 12.8844
C -5.1057 6.4790 12.8719
C -4.6613 7.5311 12.0846
C -3.5171 7.3822 11.3060
C -3.0709 8.5022 10.4406
O -3.6802 9.5537 10.4257
H 1.2884 7.8802 7.4039
H -0.0462 9.9617 7.2563
H -2.0528 10.2463 8.6613
H 0.5903 6.0685 8.9248
H -2.7207 4.1865 12.1368
H -4.7631 4.4493 13.4929
H -5.9990 6.5956 13.4744
H -5.2090 8.4658 12.0744

Forces on atoms 1 to 6 (eV/Å):
0.6 -0.2 0.7
-0.8 -0.1 0.9
0.2 1.4 0.2
-1.2 -1.8 0.2
0.0 -2.6 -0.5
-0.2 -0.2 -1.6


No. 2
Molecular formula: C40H40O3P3PdSi
Method: DFT, wB97M-V/def2-TZVPD

Values from the calculation:
E_HOMO (spin up / spin down)	-8.285 / -10.995	eV
total energy	-3215.28260	a.u.
LUMO energy (spin up / spin down)	-2.19 / -4.32	eV
net charge	+1
energy above the lowest of the compared OMol25 structures with the same formula, charge and spin	0.865	eV
HOMO-LUMO gap (spin up / spin down)	0.224 / 0.245	Ha
2S+1	3
maximum force	0.96	eV/A

Positions of all 88 atoms, in Å:
Pd -0.4420 0.3517 -0.0763
C 1.8723 -2.6679 0.5062
Si 0.2272 -1.8303 0.6393
C -0.4944 -2.0059 2.3607
C -0.5174 -3.2630 2.9866
C -1.1063 -3.4403 4.2282
C -1.6920 -2.3582 4.8776
C -1.6644 -1.1067 4.2884
C -1.0633 -0.9193 3.0395
P -1.0615 0.7652 2.3108
C -2.8562 1.1443 2.2598
C -3.5015 2.0962 3.0424
C -4.8687 2.3171 2.8962
C -5.6017 1.5890 1.9732
C -4.9686 0.6213 1.2004
C -3.6090 0.4027 1.3456
C -0.2994 1.8084 3.5795
C 0.5430 1.2684 4.5509
C 1.2010 2.1030 5.4472
C 1.0379 3.4787 5.3713
C 0.2323 4.0258 4.3805
C -0.4191 3.1974 3.4807
C -0.9667 -2.6122 -0.6173
C -1.7007 -3.7472 -0.2364
C -2.4689 -4.4462 -1.1532
C -2.5341 -4.0215 -2.4760
C -1.8510 -2.8838 -2.8661
C -1.0792 -2.1672 -1.9479
P -0.3067 -0.5801 -2.4456
C -1.7460 0.3198 -3.1498
C -2.5559 0.9956 -2.2391
C -3.7009 1.6616 -2.6467
C -4.0434 1.6716 -3.9939
C -3.2428 1.0092 -4.9152
C -2.1016 0.3324 -4.4973
C 0.7264 -1.0111 -3.8760
C 1.2048 -2.3076 -4.0564
C 2.0811 -2.5915 -5.0978
C 2.4936 -1.5856 -5.9580
C 2.0338 -0.2869 -5.7747
C 1.1651 -0.0002 -4.7334
H 1.7460 -3.7498 0.6358
H 2.5691 -2.3072 1.2667
H 2.3085 -2.4944 -0.4815
H -0.0602 -4.1190 2.4979
H -1.1130 -4.4203 4.6908
H -2.1646 -2.4927 5.8431
H -2.1150 -0.2633 4.7999
H -2.9496 2.6621 3.7806
H -5.3612 3.0568 3.5156
H -6.6644 1.7646 1.8617
H -5.5371 0.0338 0.4902
H -3.1330 -0.3740 0.7576
H 0.6851 0.1973 4.6167
H 1.8421 1.6725 6.2069
H 1.5443 4.1250 6.0772
H 0.1209 5.1006 4.3029
H -1.0164 3.6283 2.6865
H -1.6676 -4.0925 0.7910
H -3.0204 -5.3234 -0.8379
H -3.1292 -4.5700 -3.1961
H -1.9285 -2.5376 -3.8911
H -2.2885 0.9996 -1.1828
H -4.3172 2.1746 -1.9172
H -4.9323 2.1953 -4.3232
H -3.5106 1.0117 -5.9654
H -1.4867 -0.1815 -5.2263
H 0.8881 -3.1016 -3.3910
H 2.4395 -3.6040 -5.2357
H 3.1741 -1.8106 -6.7698
H 2.3565 0.5026 -6.4416
H 0.8077 1.0123 -4.5985
C 0.3163 3.3571 -2.7929
O 0.9200 3.3507 -1.4848
P 0.2799 2.5619 -0.2553
O 1.3041 2.9961 0.8876
C 2.4208 2.1761 1.2647
O -1.0197 3.3936 0.1144
C -1.1316 4.8280 0.0200
H 0.3426 4.3794 -3.1593
H -0.7161 3.0048 -2.7700
H 0.9044 2.7272 -3.4528
H 2.7036 2.4832 2.2669
H 3.2496 2.3354 0.5772
H 2.1410 1.1253 1.2689
H -2.1619 5.0485 -0.2350
H -0.4633 5.2264 -0.7385
H -0.8837 5.2695 0.9834

Forces on atoms 1 to 6 (eV/Å):
0.4 0.4 0.0
0.2 -0.2 0.0
0.2 0.0 0.1
0.0 -0.1 0.2
0.1 0.1 0.1
0.0 0.0 0.0


The lowest maximum force belongs to which entry?
C40H40O3P3PdSi


What is the formula in the first record?
C58H55BrN4O10P


The highest total energy belongs to which entry?
C40H40O3P3PdSi